{
  "formula": "C5H34N2O10S",
  "method": "ωB97M-V with the def2-TZVPD basis set",
  "e_above_lowest_kj_mol": 595.5,
  "total_charge": 0,
  "homo_energy_ev": -8.35,
  "smiles": "CCN[C@@H](CN)CS.O.O.O.O.O.O.O.O.O.O",
  "gap_ha": 0.3096,
  "species": ["C", "N", "C", "C", "S", "C", "N", "C", "H", "H", "H", "H", "H", "H", "H", "H", "H", "H", "H", "H", "H", "H", "H", "H", "O", "H", "H", "O", "H", "H", "O", "H", "H", "O", "H", "H", "O", "H", "H", "O", "H", "H", "O", "H", "H", "O", "H", "H", "O", "H", "H", "O"],
  "coordinates": [[-0.7920, 0.7155, -0.6067], [0.2653, 0.9412, 0.3210], [0.5997, -0.1064, 1.3202], [-0.1331, 0.0607, 2.6074], [0.1782, -1.3055, 3.6095], [2.1884, 0.1633, 1.5623], [3.0242, -1.0662, 1.4221], [-0.7537, 1.9442, -1.6873], [-0.7982, -0.2402, -1.3239], [-1.8881, 0.7623, -0.2303], [0.1640, 1.8305, 0.6956], [0.5456, -1.0991, 0.8096], [0.0627, 1.0738, 3.1807], [-1.3012, 0.0850, 2.4676], [1.3865, -0.8066, 4.1605], [2.3298, 0.9982, 0.7613], [2.3267, 0.7354, 2.5683], [3.2466, -1.1794, 0.5669], [2.4532, -1.8360, 1.6127], [-1.4802, 1.7983, -2.5952], [0.2401, 2.0599, -2.2078], [-0.9851, 3.0083, -1.4997], [-0.0037, 4.0784, 0.6685], [1.1018, 3.9284, 1.4619], [0.1681, 3.7376, 1.4703], [0.5175, 0.8603, -2.8900], [1.1489, -0.5825, -3.1243], [0.6837, 0.1839, -3.6613], [-3.0136, -1.4916, 2.0219], [-2.4161, -0.1032, 1.2879], [-2.4734, -1.0086, 1.3992], [-0.3463, -3.8266, -1.7010], [-0.6941, -2.5658, -1.0151], [0.1073, -3.0380, -1.3641], [1.3362, 2.6389, -0.8818], [2.0889, 4.0247, -1.1406], [1.3935, 3.6175, -0.7379], [0.9237, -3.2687, -0.0733], [1.1520, -3.6234, 1.3745], [1.5861, -3.3499, 0.6623], [-1.5096, 2.2975, 1.4975], [-2.9842, 2.2663, 2.0573], [-2.3671, 1.7394, 1.5534], [1.9308, -2.4562, -1.8651], [1.8118, -1.2980, -0.9845], [2.2806, -1.5885, -1.7296], [-1.0681, -0.6249, -3.6823], [-2.5022, -0.4188, -3.4183], [-1.8433, -1.0476, -3.1630], [-3.0641, -2.6209, -1.1292], [-2.3674, -2.0987, 0.1128], [-2.4569, -2.8982, -0.5208]],
  "lowdin_charge": [-0.2456, -0.0686, -0.3909, -0.6626, 0.7578, -0.1898, 0.0580, -0.0981, 0.1164, 0.0986, 0.0234, 0.1203, 0.1286, 0.0569, -0.0663, 0.1187, 0.1118, -0.0505, -0.0046, 0.1049, 0.0425, 0.0699, -0.0406, 0.0556, -0.0141, 0.0178, 0.0749, -0.1496, 0.0961, -0.0455, -0.0366, 0.0974, 0.0424, -0.0684, 0.0482, 0.0109, -0.0306, -0.0145, -0.0412, -0.0363, 0.0807, 0.0688, -0.0835, 0.0213, -0.0231, -0.0137, 0.0533, 0.0157, -0.0948, -0.0095, 0.0409, -0.0523]
}

***

{
  "formula": "C3H8N2O",
  "method": "ωB97M-V with the def2-TZVPD basis set",
  "e_above_lowest_kj_mol": 449.0,
  "total_charge": 0,
  "homo_energy_ev": [-8.82, -8.82],
  "gap_ha": [0.3055, 0.3055],
  "species": ["C", "O", "H", "H", "H", "H", "C", "C", "N", "N", "H", "H", "H", "H"],
  "coordinates": [[2.0109, 0.4284, 0.0308], [1.6287, -0.6813, -0.5264], [0.5432, -0.9385, -0.2347], [0.8142, 0.6376, 1.0615], [2.0060, 1.3389, -0.5750], [2.7471, 0.3715, 0.8376], [-0.7041, -0.6456, 0.5031], [-1.6672, -0.6690, -0.6152], [-0.3172, 0.5216, 1.1027], [-2.0556, 0.2842, -1.3623], [-0.5944, 1.3430, 0.5654], [-1.6325, 1.1814, -1.1074], [-0.7109, -1.5139, 1.1581], [-2.0680, -1.6583, -0.8381]],
  "lowdin_charge": [-0.1542, -0.1024, 0.0903, 0.0686, 0.0915, 0.0935, -0.2783, -0.2530, 0.0335, 0.0841, 0.0806, 0.0300, 0.1142, 0.1018]
}

***

{
  "formula": "C49H56BrMnN4O5S3Sb",
  "method": "ωB97M-V with the def2-TZVPD basis set",
  "e_above_lowest_kj_mol": 353.7,
  "total_charge": 0,
  "homo_energy_ev": [-4.76, -7.42],
  "multiplicity": 6,
  "gap_ha": [0.1882, 0.1999],
  "s2": 8.820,
  "species": ["Mn", "O", "C", "C", "C", "C", "C", "C", "C", "O", "N", "N", "C", "C", "Br", "C", "C", "C", "C", "C", "C", "C", "H", "H", "H", "H", "H", "H", "H", "H", "H", "H", "H", "H", "H", "H", "S", "C", "C", "C", "C", "C", "C", "N", "C", "C", "C", "C", "C", "C", "C", "C", "N", "C", "C", "C", "C", "C", "S", "C", "H", "H", "H", "H", "H", "H", "H", "H", "H", "H", "H", "H", "C", "S", "O", "O", "O", "H", "H", "H", "C", "C", "C", "C", "Sb", "C", "C", "C", "C", "C", "C", "C", "C", "H", "H", "H", "H", "H", "H", "H", "H", "H", "H", "H", "H", "H", "H", "H", "H", "H", "H", "H", "H", "H", "H", "H", "H", "H", "H", "H"],
  "coordinates": [[-0.0786, -1.5816, -0.7320], [1.0456, -5.5681, 0.2439], [2.1108, -5.6745, -0.5771], [2.7075, -6.9312, -0.6806], [3.7937, -7.1326, -1.5089], [4.3172, -6.0786, -2.2496], [3.7322, -4.8303, -2.1363], [2.6285, -4.6047, -1.3162], [2.0730, -3.2021, -1.2141], [0.9624, -3.0986, -0.3982], [1.6602, -2.7255, -2.5482], [0.9486, -1.5849, -2.4806], [0.8777, -0.9349, -3.6966], [0.3952, 0.2697, -3.9281], [-1.3564, 0.3797, -1.0121], [0.0454, 1.4600, -4.3160], [0.9269, 2.6453, -4.2289], [0.5782, 3.8072, -4.9103], [1.4021, 4.9234, -4.8674], [2.5806, 4.8895, -4.1370], [2.9278, 3.7360, -3.4416], [2.1059, 2.6229, -3.4833], [0.7088, -4.6495, 0.1720], [2.2849, -7.7394, -0.0977], [4.2417, -8.1161, -1.5730], [5.1706, -6.2267, -2.8972], [4.1661, -3.9982, -2.6842], [2.8644, -2.5288, -0.8517], [2.3661, -2.7490, -3.2776], [1.3030, -1.4665, -4.5474], [-0.9650, 1.6181, -4.6876], [-0.3461, 3.8359, -5.4757], [1.1212, 5.8207, -5.4038], [3.2259, 5.7578, -4.1069], [3.8376, 3.7100, -2.8553], [2.3611, 1.7320, -2.9193], [-4.6411, -4.5461, -5.2446], [-4.3290, -4.1278, -6.8753], [-3.2960, -3.2503, -6.9690], [-2.7562, -2.9026, -5.6999], [-3.3799, -3.5283, -4.6536], [-3.1044, -3.4206, -3.2187], [-1.9400, -2.8048, -2.7870], [-1.6134, -2.6360, -1.5127], [-2.4909, -3.0633, -0.5447], [-3.6855, -3.7464, -0.8947], [-4.5357, -4.1951, 0.1883], [-4.2216, -3.9468, 1.4728], [-3.0221, -3.2175, 1.8317], [-2.6525, -2.9383, 3.1248], [-1.4488, -2.2347, 3.3827], [-0.7105, -1.8185, 2.2875], [-1.0384, -2.0557, 1.0256], [-2.1800, -2.7824, 0.7746], [-1.0092, -1.9423, 4.7472], [-1.7311, -2.0185, 5.9070], [-0.9855, -1.6575, 7.0649], [0.2958, -1.3123, 6.7767], [0.6075, -1.4420, 5.0968], [-3.9790, -3.9178, -2.2251], [-4.9223, -4.5539, -7.6675], [-2.9336, -2.8549, -7.9072], [-1.9464, -2.1963, -5.5728], [-1.2272, -2.4487, -3.5139], [-5.4367, -4.7423, -0.0632], [-4.8624, -4.2953, 2.2742], [-3.2764, -3.2768, 3.9428], [0.1836, -1.2172, 2.4431], [-2.7721, -2.3069, 5.9399], [-1.3953, -1.6491, 8.0650], [1.0779, -0.9970, 7.4477], [-4.8939, -4.4281, -2.5067], [2.7688, -1.4554, 1.9185], [2.3075, 0.0241, 1.0449], [1.5575, 0.8480, 2.0228], [3.5232, 0.6446, 0.5735], [1.4507, -0.4286, -0.0631], [2.6819, -1.2773, 2.9882], [3.8008, -1.6644, 1.6490], [2.1147, -2.2690, 1.6052], [-1.5246, 5.7592, 1.1377], [-1.4355, 4.3550, 0.5528], [-2.7483, 3.6113, 0.7509], [-1.0566, 4.4065, -0.9155], [0.1761, 3.0543, 1.5375], [2.1132, 4.1303, 1.4467], [2.6373, 3.8940, 0.0302], [1.9229, 5.6191, 1.6954], [3.0771, 3.5451, 2.4696], [-0.5046, 2.7364, 3.6161], [0.6545, 2.3138, 4.5159], [-1.1449, 3.9935, 4.1933], [-1.5183, 1.5999, 3.5080], [-2.4635, 6.2026, 0.7807], [-0.7226, 6.4037, 0.8000], [-1.5575, 5.7842, 2.2221], [-3.5207, 4.1221, 0.1613], [-3.0784, 3.6225, 1.7881], [-2.7015, 2.5779, 0.4033], [-1.8195, 4.9766, -1.4618], [-1.0088, 3.4130, -1.3512], [-0.1014, 4.9081, -1.0782], [1.9323, 4.2242, -0.7346], [2.8749, 2.8434, -0.1426], [3.5591, 4.4737, -0.1007], [1.4264, 6.1053, 0.8610], [2.9166, 6.0727, 1.7884], [1.3755, 5.8403, 2.6138], [3.1596, 2.4633, 2.3886], [2.7984, 3.8062, 3.4885], [4.0689, 3.9712, 2.2782], [1.2824, 3.1634, 4.7815], [1.2788, 1.5393, 4.0735], [0.2330, 1.9140, 5.4451], [-0.4661, 4.8488, 4.1880], [-1.3996, 3.7889, 5.2399], [-2.0664, 4.2702, 3.6868], [-1.0704, 0.7071, 3.0729], [-2.3860, 1.8666, 2.9060], [-1.8693, 1.3364, 4.5120]],
  "lowdin_charge": [0.4538, 0.0635, -0.2590, -0.0107, -0.0881, -0.1000, -0.0534, -0.0900, -0.3580, -0.2566, 0.0641, -0.0588, -0.1404, -0.0237, 0.3275, -0.0563, -0.2212, -0.0463, -0.0858, -0.0894, -0.0912, -0.0286, 0.0701, 0.1183, 0.1022, 0.0969, 0.1099, 0.1487, 0.1330, 0.1295, 0.1227, 0.1108, 0.1016, 0.1007, 0.1042, 0.1174, 1.0392, -0.4287, -0.1949, -0.1333, -0.4855, -0.2039, -0.0599, -0.0052, -0.1597, -0.1410, -0.0164, -0.0174, -0.1409, 0.0370, -0.2110, -0.0971, 0.0189, -0.1585, -0.4793, -0.1320, -0.1920, -0.4188, 1.0463, 0.0163, 0.0602, 0.0992, 0.0999, 0.0994, 0.1139, 0.1128, 0.1145, 0.0722, 0.1035, 0.0999, 0.0622, 0.0997, -0.1138, 0.4365, -0.4700, -0.3100, -0.4446, 0.0368, 0.0717, 0.0551, -0.0992, -0.6549, -0.1312, -0.1324, 1.8174, -0.6686, -0.1259, -0.1080, -0.1066, -0.6636, -0.1182, -0.1103, -0.1067, 0.0950, 0.0629, 0.0556, 0.0946, 0.0615, 0.0261, 0.0965, 0.0385, 0.0641, 0.0518, 0.0616, 0.0975, 0.0646, 0.0932, 0.0753, 0.0534, 0.0662, 0.0973, 0.0687, 0.0465, 0.0869, 0.0742, 0.0957, 0.0605, 0.0568, 0.0657, 0.0984]
}

***

{
  "formula": "C8H18O",
  "method": "ωB97M-V with the def2-TZVPD basis set",
  "e_above_lowest_kj_mol": 18.3,
  "total_charge": 0,
  "homo_energy_ev": -10.11,
  "smiles": "CCCCCCCCO",
  "gap_ha": 0.4107,
  "species": ["C", "C", "C", "C", "C", "C", "C", "C", "O", "H", "H", "H", "H", "H", "H", "H", "H", "H", "H", "H", "H", "H", "H", "H", "H", "H", "H"],
  "coordinates": [[-4.4315, 0.5666, -0.2153], [-3.6868, -0.7622, -0.2594], [-2.3531, -0.7346, 0.4907], [-1.3411, 0.2363, -0.1170], [0.0648, 0.0167, 0.4401], [1.0592, 1.0283, -0.1264], [2.5021, 0.7657, 0.3017], [3.1181, -0.4534, -0.3885], [4.4972, -0.5814, -0.1303], [4.6281, -0.6375, 0.8218], [3.0367, -0.3485, -1.4733], [2.5924, -1.3716, -0.0891], [2.5440, 0.6275, 1.3867], [3.1163, 1.6338, 0.0509], [0.7692, 2.0273, 0.2064], [1.0050, 1.0152, -1.2183], [0.0404, 0.1006, 1.5297], [0.3863, -0.9964, 0.1927], [-1.3160, 0.1002, -1.2004], [-1.6475, 1.2646, 0.0827], [-2.5288, -0.4699, 1.5352], [-1.9287, -1.7409, 0.4731], [-3.5050, -1.0396, -1.3009], [-4.3166, -1.5365, 0.1834], [-5.4025, 0.4694, -0.6934], [-3.8748, 1.3424, -0.7334], [-4.5870, 0.8828, 0.8148]],
  "lowdin_charge": [-0.1168, -0.2741, -0.2322, -0.2292, -0.2247, -0.2210, -0.1991, -0.2878, -0.0699, 0.0835, 0.1229, 0.1116, 0.1137, 0.1138, 0.1123, 0.1138, 0.1196, 0.1054, 0.1188, 0.1104, 0.1127, 0.1082, 0.1044, 0.1009, 0.0662, 0.0633, 0.0734]
}

***

no.,F_max (eV/Å)
1,8.42
2,0.87
3,0.88
4,0.52